Record 1
Density functional theory data (the ωB97M-V functional and the def2-TZVPD basis) for 2 unconnected molecules or ions with the total composition C14H35ClNO6P2 at a distorted geometry.

Structure (XYZ):
```
59
Properties=species:S:1:pos:R:3:mulliken_charge:R:1
C 3.900 -1.237 -2.483 -1.433
C 2.540 -1.232 -3.190 0.280
C 2.141 0.200 -3.528 -0.767
O 0.834 0.361 -4.022 -0.583
P -0.519 0.480 -3.013 0.929
O -0.856 -1.196 -3.243 -0.680
Cl -1.686 0.855 -4.849 -0.411
C -2.115 0.653 -1.988 -1.180
C -2.299 -0.307 -0.792 -0.123
C -3.759 -0.834 -0.766 -1.176
C -3.893 -2.062 -1.657 -0.156
O -4.771 -1.810 -2.758 -0.408
C -4.315 -2.391 -3.969 -0.581
O 0.408 0.087 -1.535 -0.341
N 0.629 1.105 -0.678 0.221
O 1.531 0.883 0.052 -0.477
P -0.087 2.718 -2.868 0.449
O 1.358 3.107 -2.976 -0.684
H 3.813 -0.603 -1.604 0.304
H 4.704 -0.902 -3.129 0.358
H 4.080 -2.243 -2.118 0.401
H 1.837 -1.713 -2.521 -0.016
H 2.653 -1.757 -4.135 0.339
H 2.794 0.459 -4.367 0.475
H 2.449 0.902 -2.759 0.276
H -0.392 -1.700 -2.557 0.291
H -2.955 0.500 -2.651 0.755
H -2.253 1.663 -1.602 0.355
H -1.660 -1.179 -0.828 0.364
H -2.160 0.249 0.131 0.056
H -4.451 -0.056 -1.060 0.464
H -3.941 -1.153 0.259 0.375
H -4.278 -2.926 -1.107 0.350
H -2.930 -2.359 -2.061 0.209
H -3.564 -1.746 -4.426 0.190
H -5.173 -2.511 -4.622 0.276
H -3.867 -3.374 -3.815 0.289
H -0.775 3.284 -3.965 0.038
H -0.743 3.282 -1.745 -0.015
C 2.330 -0.055 6.862 -1.195
C 2.385 -0.346 5.364 -0.374
C 2.526 0.909 4.505 -0.587
C 1.365 1.898 4.612 -0.778
C -0.006 1.321 4.263 -0.593
C -0.101 0.830 2.822 -0.927
H 1.459 0.549 7.122 0.282
H 2.267 -0.983 7.432 0.375
H 3.225 0.479 7.188 0.289
H 1.497 -0.910 5.068 0.251
H 3.240 -0.997 5.165 0.375
H 2.653 0.610 3.461 0.209
H 3.450 1.427 4.782 0.407
H 1.572 2.744 3.950 0.374
H 1.328 2.312 5.625 0.334
H -0.758 2.099 4.422 0.373
H -0.261 0.506 4.949 0.300
H 0.115 1.635 2.121 0.304
H -1.107 0.461 2.609 0.317
H 0.595 0.014 2.624 0.254
```

The max |F| is 0.0309 Eh/bohr. The value obtained for the LUMO energy is 2.69 eV. The value obtained for the HOMO-LUMO gap is 7.75 eV. The charge is -1. The value obtained for the energy above the lowest of the compared OMol25 structures with the same formula, charge and spin is 46.4 kJ/mol.

***

Record 2
Density functional theory data (the ωB97M-V functional and the def2-TZVPD basis) for C26H28N4O4S in the gas phase.

Structure (XYZ):
```
63
Properties=species:S:1:pos:R:3:mulliken_charge:R:1
C -1.675 -3.675 4.222 -0.882
H -0.692 -4.155 4.177 0.349
O -2.127 -3.304 2.941 -0.464
C -1.393 -2.426 2.217 0.458
C -0.215 -1.822 2.650 -0.918
C 0.455 -0.938 1.823 0.013
C -0.039 -0.641 0.562 -1.744
C -1.213 -1.249 0.122 -0.092
C -1.884 -2.127 0.943 -1.017
H -2.794 -2.605 0.616 0.587
H -1.590 -1.038 -0.868 1.095
N 0.676 0.243 -0.293 1.007
C 0.687 1.585 -0.138 1.174
O 1.464 2.301 -0.747 -0.754
C -0.330 2.161 0.846 -1.486
N -1.693 1.837 0.516 0.203
C -2.584 2.781 0.116 0.703
O -2.323 3.967 0.065 -0.697
C -3.914 2.261 -0.241 0.079
C -4.982 3.025 -0.623 -0.447
C -6.130 2.263 -0.914 -0.583
C -5.925 0.930 -0.754 -0.324
S -4.327 0.573 -0.242 -0.061
H -6.616 0.124 -0.905 0.435
H -7.066 2.687 -1.230 0.413
H -4.924 4.096 -0.686 0.479
H -1.970 0.867 0.554 0.102
H -0.090 1.811 1.856 0.219
H -0.246 3.252 0.806 0.459
C 1.627 -0.357 -1.245 0.381
C 1.068 -1.596 -1.883 -0.565
C 0.581 -1.535 -3.185 -0.151
C 0.040 -2.678 -3.751 -0.483
N -0.034 -3.837 -3.119 -0.660
C 0.442 -3.899 -1.889 -0.551
C 0.995 -2.817 -1.220 -0.227
H 1.379 -2.929 -0.221 0.502
H 0.370 -4.866 -1.409 0.387
H -0.355 -2.667 -4.758 0.404
H 0.617 -0.612 -3.744 0.441
H 1.793 0.403 -2.018 0.833
C 2.959 -0.577 -0.486 0.147
O 3.294 -1.636 0.004 -0.701
N 3.674 0.554 -0.407 -0.123
H 3.264 1.419 -0.746 0.345
C 4.888 0.672 0.373 -0.169
C 5.977 1.401 -0.429 -0.941
C 5.912 2.845 0.061 -0.563
H 5.067 3.361 -0.396 0.256
H 6.820 3.403 -0.159 0.382
C 5.671 2.676 1.558 -0.711
H 6.600 2.382 2.049 0.296
H 5.306 3.586 2.031 0.373
C 4.652 1.537 1.633 -0.503
H 4.753 0.955 2.548 0.339
H 3.639 1.942 1.600 0.058
H 6.952 0.974 -0.195 0.331
H 5.810 1.306 -1.501 0.359
H 5.182 -0.350 0.626 0.527
H 1.378 -0.488 2.155 0.610
H 0.196 -2.038 3.622 0.478
H -1.632 -2.815 4.898 0.339
H -2.406 -4.389 4.596 0.254
```

The max |F| is 0.0139 Eh/bohr. The value obtained for the LUMO energy is 0.42 eV. The value obtained for the HOMO-LUMO gap is 9.42 eV. The charge is 0. Its SMILES is COc1ccc(N(C(=O)CNC(=O)c2cccs2)[C@@H](C(=O)NC2CCCC2)c2ccncc2)cc1. The value obtained for the energy above the lowest of the compared OMol25 structures with the same formula, charge and spin is 0.0 kJ/mol.

***

Which value of max |F| does entry 2 give? 0.0139 Eh/bohr